Formula: C55H57AsN12O8PRbS2
Source: the Open Molecules 2025 dataset
Level of theory: ωB97M-V/def2-TZVPD

```
! wB97M-V def2-TZVPD RIJCOSX def2/J DEFGRID3
* xyz -2 1
Rb 0.29 0.41 -0.67
N 0.09 -2.41 0.27
N -0.55 -3.68 0.28
C -1.62 -3.86 -0.67
O -2.41 -4.78 -0.39
O -1.62 -3.07 -1.62
H -0.41 -1.75 0.89
H -0.12 -2.08 -0.68
H -0.78 -4.01 1.21
C 5.17 2.02 3.22
C 4.76 1.64 1.95
C 3.47 1.22 1.71
C 2.54 1.18 2.76
C 2.97 1.57 4.05
C 4.26 1.98 4.27
N 1.28 0.73 2.50
N 0.54 0.54 3.57
C -0.77 0.35 3.49
C -1.41 -0.23 4.63
C -2.77 -0.32 4.67
C -3.53 0.15 3.59
C -2.84 0.72 2.53
N -1.53 0.83 2.45
H 6.19 2.33 3.40
H 5.48 1.66 1.13
H 3.17 0.91 0.72
H 2.26 1.52 4.86
H 4.57 2.27 5.27
H -0.78 -0.56 5.45
H -3.27 -0.74 5.54
H -4.60 0.08 3.59
H -3.38 1.13 1.69
O 3.21 2.18 -3.66
C 1.99 2.33 -3.70
O 1.13 1.48 -3.29
C 1.40 3.59 -4.28
C 2.17 4.63 -4.76
C 1.57 5.75 -5.31
C 0.18 5.83 -5.36
C -0.60 4.80 -4.88
C 0.00 3.66 -4.33
S -0.92 2.34 -3.75
H 3.25 4.54 -4.70
H 2.17 6.56 -5.69
H -0.29 6.71 -5.78
H -1.68 4.86 -4.91
C -7.02 -1.43 2.34
C -8.14 -2.17 1.64
S -7.64 -2.63 -0.07
O -7.21 -1.42 -0.70
O -8.78 -3.32 -0.64
C -6.25 -3.83 0.08
C -5.12 -3.57 -0.90
N -4.57 -2.25 -0.81
C -3.73 -1.80 0.16
N -3.24 -0.61 -0.13
C -3.78 -0.25 -1.31
C -4.62 -1.25 -1.76
N -5.42 -1.24 -2.90
O -5.94 -2.28 -3.31
O -5.57 -0.16 -3.47
C -3.44 -2.54 1.41
H -7.39 -0.82 3.16
H -6.52 -0.79 1.62
H -6.28 -2.12 2.75
H -9.00 -1.53 1.47
H -8.46 -3.07 2.15
H -6.71 -4.80 -0.10
H -5.93 -3.77 1.12
H -5.48 -3.71 -1.92
H -4.29 -4.28 -0.72
H -3.53 0.67 -1.81
H -4.31 -2.58 2.06
H -2.64 -2.04 1.94
H -3.15 -3.56 1.16
N -1.17 5.73 3.23
C -0.83 4.61 2.49
N -1.54 3.50 2.71
N 0.10 4.76 1.61
C 0.49 3.83 0.79
N 0.94 3.11 0.02
H -1.56 5.57 4.15
H -0.51 6.48 3.16
H -2.21 3.46 3.46
H -1.29 2.59 2.30
C 4.49 -2.33 0.10
C 4.95 -3.77 0.19
As 6.91 -4.01 0.40
C 7.06 -2.91 2.01
C 6.41 -3.23 3.20
C 6.47 -2.38 4.28
C 7.17 -1.18 4.18
C 7.82 -0.86 3.01
C 7.76 -1.72 1.93
C 6.83 -5.75 1.32
C 7.79 -6.04 2.29
C 7.79 -7.25 2.96
C 6.83 -8.20 2.67
C 5.88 -7.94 1.70
C 5.88 -6.73 1.03
P 2.60 -2.14 0.25
C 2.54 -2.98 1.88
C 3.10 -2.21 2.90
C 3.12 -2.67 4.21
C 2.59 -3.91 4.51
C 2.01 -4.67 3.51
C 1.98 -4.21 2.20
C 2.26 -3.29 -1.14
C 1.97 -2.59 -2.32
C 1.67 -3.26 -3.49
C 1.71 -4.64 -3.51
C 2.03 -5.34 -2.36
C 2.29 -4.67 -1.18
H 4.77 -1.87 -0.86
H 4.94 -1.73 0.89
H 4.67 -4.32 -0.72
H 4.47 -4.25 1.05
H 5.84 -4.15 3.27
H 5.98 -2.65 5.20
H 7.19 -0.50 5.02
H 8.36 0.07 2.93
H 8.26 -1.47 1.00
H 8.54 -5.29 2.52
H 8.54 -7.45 3.72
H 6.82 -9.14 3.20
H 5.14 -8.69 1.46
H 5.14 -6.54 0.27
H 3.51 -1.24 2.67
H 3.53 -2.04 4.98
H 2.62 -4.29 5.53
H 1.58 -5.64 3.75
H 1.49 -4.80 1.44
H 2.00 -1.51 -2.32
H 1.40 -2.70 -4.37
H 1.48 -5.18 -4.43
H 2.05 -6.43 -2.38
H 2.52 -5.25 -0.30
*
```

For the calculated total energy, the calculation gives -6786.6282 Ha. For the energy relative to the best compared isomer or geometry (same formula, charge and spin), the calculation gives 340.48 kJ/mol. The lowest unoccupied orbital energy (spin up / spin down) comes out at 3.27 / 3.27 eV.

Results of the Mulliken charge analysis, in e, for atoms 1 through 6:
1 Rb 0.5528
2 N 0.6124
3 N 0.0191
4 C 0.2479
5 O -0.9298
6 O -0.6695


Formula: C55H59As2MnN3OP2S
Source: the Open Molecules 2025 dataset
Level of theory: ωB97M-V/def2-TZVPD

```
! wB97M-V def2-TZVPD RIJCOSX def2/J DEFGRID3
* xyz 2 6
Mn -0.23 0.37 0.11
O 1.67 1.71 1.99
C 2.42 2.80 1.59
C 2.89 3.75 2.48
C 3.63 4.82 2.00
C 3.88 4.94 0.64
C 3.37 4.01 -0.24
C 2.62 2.92 0.22
P 1.87 1.74 -0.94
C 1.59 2.82 -2.39
C 0.78 3.94 -2.22
C 0.53 4.80 -3.27
C 1.08 4.54 -4.53
C 1.90 3.44 -4.70
C 2.16 2.58 -3.64
C 3.23 0.66 -1.48
C 2.93 -0.33 -2.41
C 3.92 -1.16 -2.92
C 5.23 -1.01 -2.47
C 5.54 -0.04 -1.53
C 4.55 0.80 -1.04
C 1.75 1.17 3.26
C 2.91 1.13 4.01
C 2.90 0.48 5.23
C 1.74 -0.13 5.70
C 0.57 -0.07 4.94
C 0.57 0.59 3.72
P -0.90 0.77 2.65
C -2.12 -0.29 3.48
C -2.11 -1.64 3.17
C -2.96 -2.53 3.83
C -3.83 -2.05 4.80
C -3.85 -0.70 5.11
C -2.99 0.18 4.46
C -1.47 2.46 2.96
C -0.70 3.41 3.62
C -1.18 4.70 3.80
C -2.44 5.05 3.33
C -3.22 4.11 2.68
C -2.74 2.82 2.49
H 2.69 3.66 3.54
H 4.00 5.56 2.69
H 4.47 5.77 0.27
H 3.54 4.12 -1.30
H 0.35 4.16 -1.24
H -0.07 5.69 -3.12
H 0.90 5.22 -5.35
H 2.35 3.24 -5.67
H 2.82 1.74 -3.79
H 1.91 -0.44 -2.77
H 3.68 -1.91 -3.66
H 6.01 -1.65 -2.86
H 6.56 0.08 -1.18
H 4.80 1.57 -0.32
H 3.83 1.57 3.63
H 3.80 0.43 5.82
H 1.73 -0.63 6.65
H -0.33 -0.53 5.31
H -1.43 -2.01 2.41
H -2.94 -3.58 3.58
H -4.49 -2.73 5.31
H -4.52 -0.33 5.87
H -3.01 1.24 4.72
H 0.27 3.15 4.01
H -0.57 5.43 4.32
H -2.81 6.06 3.48
H -4.21 4.37 2.33
H -3.36 2.09 1.98
C -3.11 3.73 -3.22
As -2.55 2.04 -2.51
C -4.11 0.91 -2.56
C -1.32 1.29 -3.77
S -1.81 2.32 -0.54
H -3.53 3.58 -4.21
H -2.25 4.39 -3.27
H -3.86 4.15 -2.55
H -3.84 -0.10 -2.28
H -4.53 0.93 -3.56
H -4.84 1.30 -1.85
H -1.86 1.07 -4.70
H -0.90 0.37 -3.37
H -0.52 2.00 -3.97
N -3.91 -7.98 -5.71
C -3.73 -7.07 -5.02
C -3.51 -5.95 -4.15
C -3.00 -4.76 -4.67
C -2.79 -3.68 -3.84
C -3.08 -3.79 -2.49
C -3.59 -4.96 -1.96
C -3.81 -6.05 -2.79
N -2.84 -2.68 -1.63
C -3.67 -2.20 -0.64
C -3.01 -1.17 -0.05
N -1.77 -1.03 -0.64
C -1.71 -1.94 -1.59
H -2.78 -4.70 -5.73
H -2.43 -2.74 -4.25
H -3.79 -5.04 -0.90
H -4.21 -6.97 -2.40
H -4.65 -2.61 -0.47
H -3.34 -0.52 0.74
H -0.88 -2.13 -2.24
C -0.46 -4.07 1.36
C 0.81 -3.28 1.65
As 1.38 -2.09 0.18
C 3.31 -2.12 0.50
C 3.72 -1.19 1.62
C 1.24 -3.37 -1.32
C 2.24 -4.51 -1.28
H -0.80 -4.59 2.26
H -0.30 -4.83 0.60
H -1.29 -3.43 1.03
H 1.64 -3.97 1.84
H 0.70 -2.66 2.54
H 3.80 -1.85 -0.44
H 3.57 -3.15 0.73
H 3.55 -0.15 1.34
H 4.79 -1.30 1.84
H 3.17 -1.38 2.54
H 1.33 -2.81 -2.25
H 0.22 -3.77 -1.28
H 3.26 -4.15 -1.41
H 2.04 -5.22 -2.08
H 2.20 -5.06 -0.33
*
```

For the calculated total energy, the calculation gives -9073.8264 Ha. As for the expectation value of S²: 8.756. The lowest unoccupied orbital energy (spin up / spin down) comes out at -4.16 / -4.40 eV.

Results of the Mulliken charge analysis, in e, for atoms 1 through 6:
1 Mn 0.7502
2 O 1.6227
3 C -0.0052
4 C -0.7060
5 C -0.9020
6 C -1.0228


Formula: C55H63AlN3O2S2Se
Source: the Open Molecules 2025 dataset
Level of theory: ωB97M-V/def2-TZVPD

```
! wB97M-V def2-TZVPD RIJCOSX def2/J DEFGRID3
* xyz -1 1
Al 0.33 0.24 -0.59
C -4.92 -5.05 -1.31
C -4.66 -4.23 -2.57
C -6.00 -3.69 -3.07
C -4.07 -5.17 -3.64
C -3.68 -3.09 -2.32
C -3.03 -2.90 -1.12
C -2.10 -1.88 -0.98
Se -1.21 -1.62 0.70
C 0.24 -2.83 0.38
C 0.06 -4.17 0.67
C 1.09 -5.08 0.50
C 2.31 -4.56 0.09
C 2.55 -3.21 -0.19
C 1.45 -2.32 -0.13
O 1.55 -1.06 -0.54
C 3.99 -2.84 -0.58
C 4.28 -3.44 -1.96
C 4.97 -3.43 0.45
C 4.26 -1.33 -0.61
C 0.94 -6.58 0.73
C 1.24 -7.33 -0.58
C 1.92 -7.05 1.82
C -0.48 -6.95 1.17
C -1.78 -1.01 -2.02
O -0.80 -0.11 -1.89
C -2.49 -1.12 -3.23
C -3.39 -2.18 -3.34
C -2.32 -0.21 -4.45
C -1.51 -0.96 -5.52
C -1.62 1.13 -4.16
C -3.70 0.15 -5.02
H -5.65 -5.83 -1.52
H -4.01 -5.53 -0.95
H -5.31 -4.42 -0.51
H -6.71 -4.51 -3.24
H -6.44 -3.01 -2.34
H -5.89 -3.14 -4.01
H -4.74 -6.01 -3.83
H -3.91 -4.65 -4.58
H -3.10 -5.56 -3.31
H -3.23 -3.53 -0.26
H -0.90 -4.48 1.05
H 3.14 -5.24 -0.02
H 4.18 -4.53 -1.94
H 3.58 -3.06 -2.70
H 5.30 -3.20 -2.27
H 4.99 -4.52 0.45
H 5.99 -3.09 0.22
H 4.72 -3.09 1.45
H 3.71 -0.83 -1.40
H 4.00 -0.86 0.33
H 5.33 -1.18 -0.79
H 2.27 -7.15 -0.91
H 1.12 -8.41 -0.44
H 0.57 -7.00 -1.37
H 2.95 -6.83 1.55
H 1.70 -6.55 2.76
H 1.83 -8.13 1.97
H -1.22 -6.67 0.41
H -0.55 -8.03 1.32
H -0.75 -6.46 2.11
H -3.91 -2.30 -4.29
H -0.53 -1.23 -5.13
H -2.01 -1.88 -5.82
H -1.37 -0.34 -6.41
H -0.56 1.00 -3.96
H -1.73 1.77 -5.03
H -2.05 1.63 -3.30
H -4.22 -0.71 -5.45
H -4.34 0.58 -4.25
H -3.59 0.88 -5.82
S -3.55 1.12 0.16
C -3.43 1.61 1.76
N -2.21 1.90 2.30
C -1.99 2.32 3.56
C -3.02 2.47 4.43
C -4.32 2.18 3.95
C -4.52 1.76 2.67
H -1.36 1.78 1.68
H -0.95 2.52 3.80
H -2.85 2.82 5.44
H -5.17 2.28 4.62
H -5.51 1.54 2.29
C 0.46 1.44 0.89
C 1.22 2.34 1.28
C 2.08 3.36 1.67
C 1.63 4.73 1.53
C 0.27 5.03 1.35
C -0.19 6.33 1.18
C 0.69 7.40 1.18
C 2.05 7.13 1.31
C 2.51 5.84 1.48
C 3.41 2.95 2.11
C 4.20 3.69 3.01
C 5.45 3.25 3.42
C 5.97 2.05 2.96
C 5.20 1.29 2.09
C 3.95 1.72 1.68
H -0.44 4.21 1.32
H -1.25 6.50 1.05
H 0.34 8.42 1.06
H 2.77 7.94 1.28
H 3.58 5.67 1.53
H 3.81 4.61 3.42
H 6.02 3.85 4.12
H 6.95 1.71 3.28
H 5.57 0.33 1.73
H 3.36 1.11 1.01
N 3.81 2.82 -2.18
C 2.83 1.94 -2.48
S 1.28 2.20 -1.91
N 3.17 0.86 -3.23
C 4.24 0.77 -4.16
C 4.71 -0.49 -4.49
C 5.73 -0.64 -5.42
C 6.30 0.48 -6.01
C 5.83 1.74 -5.68
C 4.80 1.89 -4.77
H 3.58 3.45 -1.42
H 4.77 2.52 -2.25
H 2.43 0.17 -3.32
H 4.27 -1.36 -4.02
H 6.08 -1.63 -5.67
H 7.10 0.37 -6.73
H 6.25 2.62 -6.15
H 4.42 2.88 -4.54
*
```

For the calculated total energy, the calculation gives -5888.8247 Ha. For the energy relative to the best compared isomer or geometry (same formula, charge and spin), the calculation gives 126.34 kJ/mol. The lowest unoccupied orbital energy comes out at 2.11 eV.

Results of the Mulliken charge analysis, in e, for atoms 1 through 6:
1 Al -0.5083
2 C -1.9654
3 C 2.1731
4 C -1.6997
5 C -1.6069
6 C -0.4097


Q: Which formula does entry 3 have?
A: C55H63AlN3O2S2Se